Entry 1:
DFT (wB97M-V/def2-TZVPD) results for a cluster of 7 separate species, C28H41I3NO19 in total.

The geometry in XYZ format:
```
92
Properties=species:S:1:pos:R:3:forces:R:3
C 0.2334 -4.2668 2.3532 0.49 0.36 -0.13
C -0.3568 -2.8834 2.0945 -0.36 -0.23 -0.10
C 0.0906 -1.8175 3.1099 -0.43 -0.97 0.39
C 1.5815 -1.6857 3.3590 -0.13 0.89 -0.22
C 2.3495 -0.8397 2.3554 0.19 -0.46 0.34
I 1.5111 1.0833 2.0118 0.12 0.08 -0.28
C -0.1015 -2.3001 0.7171 0.84 0.58 0.26
N -1.1942 -1.2663 0.5646 -0.42 -0.86 -1.50
C -2.3681 -1.6610 1.4367 -0.66 -0.27 -0.13
C -3.0601 -0.6087 2.3152 0.65 0.35 0.07
C -2.4444 0.7620 2.2567 1.94 1.84 3.13
O -1.8366 1.2983 3.1836 -2.04 -1.65 -2.95
I -2.6247 1.8259 0.3793 -0.09 -0.09 0.12
C -1.9008 -2.9642 2.1059 0.43 0.67 -0.67
I -2.6950 -4.5213 0.8198 0.07 -0.21 0.24
H -0.5228 -5.0240 2.4371 -0.30 -0.31 -0.04
H 0.7909 -4.2951 3.2729 0.27 0.05 0.37
H 0.9037 -4.5536 1.5564 0.27 -0.23 -0.21
H -0.3268 -0.8613 2.8196 0.05 0.39 0.10
H -0.3740 -2.0592 4.0585 -0.21 -0.10 0.31
H 2.0994 -2.6313 3.4309 -0.02 -0.44 0.00
H 1.6805 -1.2136 4.3252 0.12 0.15 0.38
H 3.3452 -0.6756 2.7279 0.34 0.29 0.18
H 2.4816 -1.3677 1.4282 -0.06 0.12 -0.55
H 0.8008 -1.7257 0.5884 0.44 -0.02 0.33
H -0.0714 -2.9965 -0.1037 -0.70 -0.27 -0.31
H -1.5195 -1.4084 -0.3914 -0.08 0.20 -0.14
H -0.8851 -0.2905 0.5388 0.27 0.03 0.72
H -3.1128 -1.9426 0.7231 -0.38 0.05 -0.38
H -3.0624 -0.9382 3.3411 0.24 0.01 0.48
H -4.0921 -0.5351 2.0121 -0.34 0.09 -0.25
H -2.2954 -3.1069 3.0932 -0.35 -0.16 0.39
C 0.1113 0.1705 -3.8456 -0.26 -0.22 0.07
C -0.9616 -0.5972 -4.5900 -0.06 0.19 -0.03
O -0.6687 -1.9584 -4.2295 -0.04 0.04 -0.09
C 0.0001 -1.9551 -3.0703 0.02 0.06 -0.20
O 0.2335 -2.9323 -2.4236 -0.05 -0.09 0.31
O 0.3634 -0.7062 -2.7156 -0.16 0.11 0.02
H -0.2128 1.1483 -3.5081 0.06 -0.01 0.19
H 1.0192 0.2737 -4.4176 0.22 -0.01 -0.06
H -1.9705 -0.3589 -4.2474 0.01 -0.03 0.03
H -0.9134 -0.4667 -5.6662 0.07 -0.18 -0.03
C -4.0160 -0.3377 6.8818 -0.07 0.08 0.09
C -5.1891 -1.2110 7.2818 0.00 0.09 0.12
O -5.2389 -2.1571 6.2007 -0.04 0.06 0.06
C -4.0225 -2.2250 5.6427 -0.08 -0.04 0.22
O -3.6906 -3.0380 4.8361 0.12 0.00 -0.29
O -3.2154 -1.2499 6.1098 0.01 0.14 -0.03
H -3.4511 0.0440 7.7264 0.15 -0.11 -0.04
H -4.3113 0.4953 6.2423 -0.01 -0.03 -0.03
H -5.0132 -1.7526 8.2111 0.04 -0.03 -0.02
H -6.1264 -0.6687 7.3566 -0.07 -0.09 -0.16
C 0.7632 -6.6645 -1.1134 0.05 0.15 -0.04
C -0.3716 -7.3918 -1.7975 -0.12 0.08 -0.13
O -0.1563 -8.7464 -1.3968 0.09 0.13 0.06
C 0.5554 -8.7402 -0.2400 -0.08 0.13 -0.13
O 0.7550 -9.6861 0.4381 0.05 -0.19 0.16
O 1.0036 -7.4833 0.0336 -0.06 0.06 -0.07
H 0.4965 -5.6521 -0.8174 0.01 -0.03 0.15
H 1.6670 -6.6315 -1.7238 0.00 -0.03 -0.01
H -1.3504 -7.0705 -1.4343 0.01 0.01 0.02
H -0.3429 -7.2976 -2.8792 0.01 -0.20 -0.03
C 4.5359 2.2427 -3.3036 0.13 0.03 0.05
C 4.3368 3.7338 -3.4872 0.15 0.02 0.06
O 3.3180 3.7736 -4.5051 0.20 -0.07 0.21
C 2.6389 2.6151 -4.4674 0.05 0.09 -0.05
O 1.6304 2.4101 -5.0690 -0.13 0.06 -0.09
O 3.2433 1.7209 -3.6631 0.08 -0.02 0.05
H 4.7892 1.9643 -2.2853 -0.18 -0.07 0.03
H 5.2791 1.8291 -3.9857 -0.03 0.01 -0.04
H 3.9557 4.2223 -2.5933 -0.09 0.00 0.09
H 5.2308 4.2499 -3.8236 -0.08 0.02 -0.19
C 0.7034 5.2599 3.0221 -0.04 0.05 0.10
C 0.6141 6.6358 2.3913 -0.08 0.02 0.08
O 1.6790 6.5963 1.4319 -0.07 0.07 0.07
C 1.9270 5.3105 1.1211 -0.06 0.04 0.06
O 2.6289 4.9443 0.2388 0.19 -0.12 -0.30
O 1.2589 4.4778 1.9541 -0.17 -0.04 0.17
H -0.2597 4.8603 3.3269 0.00 -0.13 -0.13
H 1.3885 5.2312 3.8701 0.04 0.02 -0.02
H -0.3271 6.7950 1.8634 0.00 -0.03 -0.03
H 0.7682 7.4456 3.0977 0.16 0.05 -0.07
C 1.9253 6.2065 -6.0580 -0.01 0.01 0.07
C 0.4708 5.8534 -6.2888 -0.01 -0.08 0.03
O 0.0674 6.8366 -7.2467 0.01 -0.05 0.07
C 1.1722 7.2701 -7.9069 0.01 -0.11 0.15
O 1.1559 7.9572 -8.8688 0.00 0.14 -0.20
O 2.2946 6.8007 -7.3069 -0.05 -0.04 0.08
H 2.5403 5.3424 -5.8429 0.09 0.06 -0.20
H 2.0532 6.9472 -5.2649 -0.04 0.03 -0.02
H 0.3492 4.8607 -6.7255 0.04 0.00 -0.02
H -0.1375 5.9243 -5.3909 -0.08 0.14 -0.06
```
Forces are in eV/Å.

Output
Kohn-Sham gap	0.334	hartree
energy	-3468.76745	Ha
max |F|	4.12	eV/Å
HOMO level	-12.08	eV
LUMO	-3.0	eV
total charge	+1


Entry 2:
DFT (wB97M-V/def2-TZVPD) results for a cluster of 12 separate species, C45H108N12O9 in total.

The geometry in XYZ format:
```
174
Properties=species:S:1:pos:R:3:forces:R:3
C -3.7483 -4.0663 3.9177 1.13 -0.37 0.11
C -3.0200 -3.2436 5.0115 -0.61 0.35 0.21
N -1.5683 -2.9901 4.9161 0.26 -0.21 -1.43
C -0.7691 -4.2368 4.9862 0.11 1.78 0.75
C 0.5552 -3.9622 5.7021 0.51 -0.91 -0.56
C -1.0343 -2.2632 3.6803 -0.20 -0.07 1.91
C -1.5895 -0.8939 3.4512 -0.59 0.38 -0.14
H -3.6825 -3.5230 2.9751 -0.35 -0.09 -0.15
H -4.7613 -4.4082 4.1301 -0.20 0.83 0.24
H -3.2683 -5.0348 3.7772 0.52 -0.07 -0.15
H -3.5557 -2.3008 5.1220 0.25 0.38 -0.36
H -3.1896 -3.6511 6.0081 0.17 -0.53 -0.03
H -1.2679 -5.0020 5.5810 -0.35 -0.05 -0.38
H -0.5789 -4.5179 3.9504 0.07 -0.90 -0.13
H 1.3216 -3.4643 5.1081 -0.38 0.65 -0.11
H 0.4220 -3.4698 6.6653 0.00 -0.10 -0.14
H 1.0333 -4.9358 5.8102 0.03 -0.26 0.65
H -1.1887 -2.8718 2.7894 0.07 -0.28 -0.32
H 0.0295 -2.1059 3.8584 0.11 -0.48 -0.05
H -2.5706 -1.0261 2.9952 -0.23 0.61 0.06
H -0.9547 -0.3060 2.7882 0.10 -0.50 -0.31
H -1.6278 -0.2593 4.3365 -0.28 -0.39 0.31
C 2.9194 -7.5852 2.7990 0.63 -0.34 0.97
C 1.5086 -8.0951 2.4487 1.63 -0.47 0.22
N 1.0450 -7.4773 1.2201 -3.93 -0.36 0.34
C 0.3880 -6.1750 1.4009 0.57 1.66 -0.38
C 0.2569 -5.2966 0.1221 -0.13 -1.43 0.26
C 0.3215 -8.3269 0.2209 0.64 0.01 0.10
C 1.2049 -9.4154 -0.4166 -0.63 0.34 0.48
H 3.6528 -7.6950 2.0002 -0.32 0.25 -0.23
H 3.3358 -8.1971 3.5992 -0.27 -0.49 -0.01
H 2.9992 -6.6130 3.2853 -0.44 0.38 -0.66
H 1.5268 -9.1834 2.3902 0.13 0.04 -0.75
H 0.8274 -7.9476 3.2867 -0.35 0.80 -0.18
H -0.6091 -6.2653 1.8318 -0.31 -0.93 0.00
H 0.8943 -5.6243 2.1937 0.45 -0.05 -0.12
H -0.3343 -4.3990 0.3035 0.79 0.30 0.41
H 1.2614 -5.2047 -0.2909 -0.23 0.75 -0.14
H -0.3788 -5.7833 -0.6176 0.20 -0.23 -0.11
H -0.2335 -7.6915 -0.4693 1.12 0.27 -0.53
H -0.5943 -8.7010 0.6786 0.26 -0.64 1.10
H 0.6449 -9.7262 -1.2986 0.65 0.06 -0.33
H 1.3482 -10.3199 0.1746 -0.26 0.19 0.34
H 2.2026 -9.0053 -0.5736 -0.18 -0.06 -0.70
C -0.2834 9.7882 -6.4223 1.44 0.68 -0.12
C -0.2109 8.2552 -6.2484 -0.62 -0.70 0.44
N 0.4836 7.7371 -5.0364 -2.38 2.30 0.25
C 1.8749 8.0319 -5.1919 1.10 -1.52 0.10
C 2.5373 7.2743 -6.3787 1.78 -0.61 1.07
C 0.1626 6.3521 -4.6135 1.14 0.60 -0.01
C 0.8139 6.0455 -3.2339 0.62 -0.84 -1.26
H 0.6796 10.2273 -6.1616 0.27 -0.10 0.17
H -0.9695 10.4490 -5.8926 -0.52 -0.97 0.60
H -0.3843 10.1575 -7.4428 -0.19 -0.76 -0.40
H -1.2239 7.8607 -6.3282 -0.03 -0.22 0.29
H 0.3710 7.7443 -7.0155 -0.35 0.64 -1.05
H 2.2864 9.0275 -5.3581 -1.44 0.71 0.14
H 2.2711 7.8378 -4.1952 0.76 -0.67 -0.27
H 2.1953 6.2721 -6.6371 -0.74 0.31 -0.21
H 2.7626 7.8938 -7.2467 -0.57 -0.12 -0.11
H 3.5267 7.0048 -6.0091 0.46 0.17 0.01
H 0.4766 5.7050 -5.4324 0.47 -0.74 0.15
H -0.8910 6.0891 -4.5183 -0.29 1.06 -0.08
H 0.5035 5.0649 -2.8731 -1.10 0.37 0.53
H 0.7148 6.9077 -2.5744 -0.32 -0.40 0.23
H 1.8646 5.7601 -3.2844 0.51 0.80 -0.44
C 0.0396 2.7119 2.8064 -0.24 -0.27 0.27
C -1.4333 3.1182 2.7962 1.92 -3.43 -1.26
O -1.7725 4.2169 2.8908 -1.61 6.77 1.01
N -2.2857 2.1663 2.4307 -0.58 -2.65 -0.16
C -3.6580 2.2361 1.9246 0.00 0.07 0.05
H 0.1390 1.9567 2.0266 0.51 -0.09 0.16
H 0.3770 2.3310 3.7703 -0.17 -0.27 -0.07
H 0.6760 3.5688 2.5856 -0.31 0.05 -0.17
H -1.8595 1.2520 2.4808 -0.58 -0.01 -0.48
H -3.7238 1.9107 0.8864 0.41 0.15 -0.10
H -4.0915 3.2352 1.9689 0.43 0.05 0.20
H -4.3266 1.5650 2.4637 0.13 0.03 0.41
C 2.7404 -0.4664 5.4670 1.51 0.33 0.17
C 2.6026 0.1838 4.1174 1.87 -0.28 0.70
O 1.5448 0.0318 3.5644 -1.30 0.26 -1.41
N 3.6862 0.8250 3.5772 -0.68 0.42 0.83
C 3.5793 1.6392 2.3963 -0.48 -0.56 -1.56
H 2.0169 0.0246 6.1177 -0.27 -0.74 0.03
H 3.7177 -0.3475 5.9348 0.17 0.42 -0.04
H 2.7059 -1.5451 5.3142 -0.91 0.07 0.31
H 4.5722 0.8631 4.0608 -0.42 -0.18 0.23
H 4.0579 2.6178 2.4323 0.29 -0.28 0.36
H 2.5485 1.8189 2.0907 -0.20 -0.03 0.59
H 3.9270 1.0444 1.5516 0.50 0.41 -0.23
C 5.9470 -1.7322 0.2737 0.70 -0.27 0.45
C 5.3331 -2.5923 1.3980 0.97 1.07 -0.79
O 5.9707 -3.4297 2.0003 -0.28 -0.46 0.18
N 4.0759 -2.2122 1.7557 -0.64 0.54 0.32
C 3.4051 -2.9127 2.8112 -0.56 -1.07 0.39
H 7.0262 -1.8271 0.1532 0.10 -0.74 0.69
H 5.8749 -0.6987 0.6126 -0.77 0.20 -0.78
H 5.6232 -2.0068 -0.7302 -0.82 0.60 0.14
H 3.4942 -1.6088 1.1921 0.54 0.22 -0.22
H 2.4539 -2.5422 3.1931 -0.03 0.96 -0.76
H 3.9893 -3.0032 3.7270 0.48 -0.31 -0.37
H 3.1403 -3.8807 2.3856 0.16 -0.68 0.59
C -4.2044 0.4442 -2.2439 -1.02 -2.39 -1.34
C -5.0093 1.5318 -1.7047 2.60 0.89 0.77
O -4.3685 2.5104 -1.3843 0.09 2.06 0.76
N -6.2966 1.4038 -1.5366 -2.34 -2.38 -0.60
C -7.1878 2.3501 -0.9842 -0.01 1.68 0.27
H -3.3257 0.1553 -1.6672 -0.04 0.65 0.04
H -4.0012 0.7113 -3.2809 0.47 -0.09 0.02
H -4.8282 -0.4487 -2.2852 0.07 -0.42 -0.23
H -6.7306 0.6115 -1.9881 0.21 -0.15 0.28
H -7.2981 2.3296 0.1000 0.17 -0.44 0.14
H -8.1839 2.2549 -1.4164 0.20 0.11 -0.13
H -6.7249 3.3128 -1.2010 -0.51 0.36 -0.03
C -1.2755 -0.1494 -4.3363 0.61 -0.59 -0.62
C -1.0520 -1.6660 -4.2922 -1.15 1.83 -0.53
O -1.3748 -2.4188 -5.1592 -0.76 -1.33 -1.36
N -0.4418 -2.0428 -3.1870 1.55 -0.61 2.04
C -0.1741 -3.4041 -2.7450 0.20 0.24 -0.14
H -1.7807 0.2745 -3.4684 0.10 -0.19 -0.08
H -1.7598 0.1185 -5.2754 -0.04 -0.01 0.21
H -0.2409 0.1916 -4.3760 0.02 0.75 0.03
H 0.0572 -1.2972 -2.7232 -0.19 -0.25 0.33
H 0.4635 -3.2584 -1.8730 -0.34 -0.45 0.28
H 0.3646 -4.0772 -3.4119 0.20 0.50 -0.57
H -1.1066 -3.9331 -2.5483 0.09 0.15 0.40
C 3.1707 5.5761 0.8877 1.04 -0.68 -0.09
C 1.7849 5.2441 0.4335 4.14 -2.53 0.84
O 1.5498 4.1520 -0.0784 -0.45 -0.49 -0.57
N 0.9720 6.1802 0.6444 -3.80 2.66 0.30
C -0.3884 5.9786 0.2459 -1.63 0.90 -0.37
H 3.3009 6.4214 1.5634 -0.23 0.35 -0.52
H 3.6734 5.6602 -0.0758 0.69 0.43 0.27
H 3.6383 4.7519 1.4264 -0.21 -0.28 -0.26
H 1.2485 7.0824 1.0044 0.07 -0.43 0.03
H -1.0225 5.4887 0.9849 0.37 -0.24 0.23
H -0.4456 5.4249 -0.6913 0.12 0.09 0.12
H -0.8335 6.9635 0.1044 -0.09 -0.02 -0.22
C 0.3738 -1.0900 0.3070 0.01 -0.41 -1.01
C -0.6396 -0.0582 -0.2042 2.93 -0.76 1.85
O -1.7576 -0.0956 0.1908 -4.01 -0.59 0.62
N -0.1430 1.0071 -0.7847 1.42 2.13 -1.84
C -0.9092 2.1780 -1.1603 -1.31 0.15 -0.34
H 0.8477 -0.7485 1.2273 0.15 0.32 -0.11
H 1.1016 -1.2915 -0.4790 0.51 0.08 0.20
H -0.0922 -2.0472 0.5409 -0.41 0.15 -0.06
H 0.8043 1.1118 -1.1190 0.10 -0.74 0.53
H -1.1663 2.8699 -0.3583 0.31 -0.25 0.39
H -1.8693 1.8685 -1.5733 -0.03 0.08 -0.05
H -0.3887 2.7613 -1.9198 0.21 -0.24 0.05
C 3.1448 -0.4053 -2.9125 -0.32 1.19 -0.07
C 3.0294 0.7466 -1.8740 1.60 -0.54 0.99
O 3.4170 0.5042 -0.7346 -0.58 -0.20 0.19
N 2.5758 1.9896 -2.1893 -0.28 -1.15 -0.73
C 2.5752 2.5075 -3.5052 0.25 0.94 -1.64
H 3.1386 -1.3800 -2.4246 -0.62 0.26 0.30
H 4.1066 -0.4450 -3.4237 0.07 0.66 -0.09
H 2.3620 -0.2573 -3.6564 0.01 -0.57 -0.16
H 2.3894 2.7248 -1.5224 0.39 -0.34 1.10
H 2.5250 1.7909 -4.3250 -0.72 -0.31 0.33
H 3.5055 3.0070 -3.7757 0.33 0.32 0.40
H 1.8017 3.2734 -3.5606 -0.15 -0.23 -0.44
C -3.3525 -3.6048 -1.2836 -1.55 -0.51 0.34
C -4.5696 -2.8454 -0.7442 -0.52 2.60 -0.42
O -5.6886 -2.8439 -1.2446 0.50 -0.99 0.09
N -4.2844 -1.9424 0.2455 1.07 -0.13 0.42
C -5.1242 -1.0053 0.9664 -0.74 -0.21 -0.51
H -2.9605 -3.1903 -2.2124 0.10 0.57 0.42
H -3.7718 -4.5562 -1.6108 0.23 -0.33 0.25
H -2.6571 -3.7261 -0.4530 0.41 -0.04 -0.43
H -3.3284 -1.7182 0.4818 0.37 -0.50 -0.44
H -4.8005 -1.0733 2.0050 -0.50 0.19 0.13
H -6.1846 -1.2077 0.8159 0.08 -0.47 0.32
H -5.0281 0.0261 0.6272 0.48 0.01 -0.13
```
Forces are in eV/Å.

Output
multiplicity	2
Kohn-Sham gap (alpha / beta)	0.258 / 0.085	hartree
energy	-3113.28389	Ha
max |F|	7.03	eV/Å
HOMO level (alpha / beta)	-9.31 / -9.31	eV
LUMO (alpha / beta)	-2.3 / -7.0	eV
total charge	+1